# 1
{
  "formula": "C5H14N2O3",
  "method": "ωB97M-V/def2-TZVPD",
  "smiles": "NC(=O)[C@@H]1CCCN1.O.O",
  "homo_energy_ev": -9.6,
  "energy_ev": -14535.73714,
  "homo_lumo_gap_ev": 10.150,
  "lumo_energy_ev": 0.6,
  "spin_multiplicity": 1,
  "e_above_lowest_kcal_mol": 0.0,
  "species": ["O", "O", "O", "N", "N", "C", "C", "C", "C", "C", "H", "H", "H", "H", "H", "H", "H", "H", "H", "H", "H", "H", "H", "H"],
  "positions_angstrom": [[1.862065, -2.016056, -0.988051], [-0.972076, 0.028963, 2.922719], [-2.085917, -2.129492, 1.448186], [1.164259, -1.207472, 0.994569], [-0.794510, 0.355173, -0.272689], [0.897481, 0.615772, -1.982650], [1.122907, -1.280082, -0.355050], [0.130173, -0.407145, -1.122942], [-0.202283, 1.690626, -0.079475], [0.715687, 1.975054, -1.286371], [-0.990544, 2.434955, 0.039321], [-1.675555, 0.448657, -0.758913], [-0.427805, -1.103369, -1.740864], [-1.575191, -1.580431, 0.835699], [0.613288, -0.594871, 1.585230], [1.664629, 2.372775, -0.943329], [1.937341, 0.315885, -2.090587], [-1.275743, 0.539298, 2.164001], [1.882194, -1.733797, 1.468313], [-1.473182, -0.798882, 2.813477], [0.377043, 1.701036, 0.842962], [0.258234, 2.712194, -1.944774], [0.501633, 0.654951, -2.994674], [-1.654126, -2.993743, 1.445892]],
  "forces_ev_per_angstrom": [[-0.1, 0.1, 0.0], [0.0, -0.1, 0.0], [0.0, -0.2, 0.0], [0.0, 0.2, 0.4], [0.0, -0.1, 0.0], [0.1, 0.1, -0.3], [0.3, -0.1, 0.0], [0.0, 0.1, 0.3], [0.0, 0.1, 0.0], [-0.1, -0.1, 0.2], [0.0, 0.0, 0.0], [0.0, 0.0, -0.1], [-0.1, -0.1, -0.1], [0.0, 0.0, 0.0], [-0.2, 0.0, -0.3], [0.1, 0.1, 0.0], [0.0, 0.0, 0.1], [0.0, 0.1, 0.0], [0.0, -0.1, -0.2], [0.1, 0.1, 0.1], [0.1, -0.1, 0.1], [0.1, 0.0, -0.1], [-0.2, -0.1, 0.0], [0.0, 0.2, 0.0]]
}

# 2
{
  "formula": "C33H49ClMoO2P4",
  "method": "ωB97M-V/def2-TZVPD",
  "homo_energy_ev": [-11.9, -11.9],
  "energy_ev": -90625.60076,
  "charge": 2,
  "homo_lumo_gap_ev": [5.197, 3.823],
  "lumo_energy_ev": [-6.7, -8.0],
  "spin_multiplicity": 3,
  "e_above_lowest_kcal_mol": 21.6,
  "species": ["Mo", "Cl", "P", "P", "P", "P", "O", "O", "C", "C", "C", "C", "C", "C", "C", "C", "C", "C", "C", "C", "C", "C", "C", "C", "C", "C", "C", "C", "C", "C", "C", "C", "C", "C", "C", "C", "C", "C", "C", "C", "C", "H", "H", "H", "H", "H", "H", "H", "H", "H", "H", "H", "H", "H", "H", "H", "H", "H", "H", "H", "H", "H", "H", "H", "H", "H", "H", "H", "H", "H", "H", "H", "H", "H", "H", "H", "H", "H", "H", "H", "H", "H", "H", "H", "H", "H", "H", "H", "H", "H"],
  "positions_angstrom": [[2.221732, -1.128185, 0.128951], [2.343439, -3.551860, 1.075525], [2.009927, 3.503727, -1.101900], [2.448669, -0.600474, 2.494142], [2.412483, -2.030558, -2.134100], [-4.393543, -0.050864, 0.557352], [-0.361009, 1.459618, -1.912236], [4.926324, -1.225791, -0.104114], [3.450904, -0.870724, -3.062683], [0.396280, -1.437792, 0.182825], [0.257036, 1.201968, -0.596079], [3.175355, -3.668956, -2.133495], [3.028570, 1.104693, 2.780461], [-2.944768, -0.621851, -2.229982], [-3.625803, -2.836159, 1.373075], [-4.758674, -1.210396, 2.740926], [-2.563240, 3.854139, 1.943338], [-2.146009, 2.701974, 2.623112], [3.761378, -1.659717, 3.182977], [3.754576, 3.697395, -0.824784], [-3.184998, 3.713040, 0.700753], [0.860611, -2.182335, -3.063571], [0.439245, -0.216325, -0.325855], [1.653761, 1.779358, -0.602042], [-4.205084, -3.854893, 2.161274], [5.688314, -2.338510, 0.251798], [-5.411018, -2.204192, 3.456144], [-4.637337, -0.790224, -4.022918], [-5.149407, -3.546844, 3.156858], [-5.630073, -0.816635, -3.037567], [-5.276461, -0.786866, -1.694645], [2.647923, 0.887749, -0.419091], [-3.964018, -0.582233, -1.232026], [-3.438159, 2.440224, 0.192147], [-4.052356, -1.491129, 1.545013], [1.057684, 4.585408, -0.053138], [-2.460374, 1.421815, 2.141314], [1.016435, -0.807774, 3.603123], [1.599062, 3.741421, -2.821694], [-3.305471, -0.722697, -3.598235], [-3.275255, 1.282597, 0.990374], [-2.854858, -3.137341, 0.659221], [1.072977, -2.761712, -3.975244], [-3.912967, 2.359943, -0.784000], [-2.080725, 0.548459, 2.678260], [-4.916031, -0.843099, -5.083345], [-3.956861, -4.920391, 2.023985], [0.114202, -2.708290, -2.449293], [4.373705, -0.686711, -2.490420], [4.740495, -1.303115, 2.839263], [3.073628, -4.087326, -3.144139], [4.316068, 2.961417, -1.402959], [-0.013050, 4.378900, -0.143204], [2.242236, 1.807796, 2.469801], [4.229519, -3.564795, -1.836447], [1.743035, 4.794708, -3.091516], [2.891730, 0.069369, -3.189068], [3.979348, 3.549432, 0.233530], [1.257379, 5.624664, -0.339475], [2.657030, -4.299676, -1.395114], [4.983258, -3.186337, 0.435153], [3.656886, 1.274536, -0.536846], [2.241664, 3.115809, -3.447956], [1.344495, -0.781729, 4.655300], [0.564923, 3.443249, -3.012527], [-4.973967, -0.178328, 2.999172], [0.484122, -1.182268, -3.327642], [-0.350135, 1.763503, 0.147153], [1.345442, 4.431688, 0.991477], [3.615588, -2.678450, 2.780201], [-0.519834, -2.002146, 0.188557], [-6.106274, -0.780376, -0.994028], [-6.688050, -0.851860, -3.290962], [4.061482, 4.699967, -1.135314], [-1.594044, 2.828001, 3.560517], [0.284676, -0.004034, 3.432717], [0.542922, -1.777992, 3.399020], [-5.664898, -4.332842, 3.719758], [-6.146930, -1.920475, 4.219698], [3.924475, 1.273607, 2.165717], [6.423843, -2.604098, -0.539255], [3.268238, 1.262236, 3.842925], [-3.523853, 4.597167, 0.151234], [6.215588, -2.087302, 1.196345], [3.668307, -1.330388, -4.038217], [-1.861264, -0.627437, -2.061980], [-2.530996, -0.754779, -4.375336], [-2.393950, 4.847926, 2.368646], [-1.289607, 1.310975, -1.663273], [3.694382, -1.691197, 4.278582]],
  "forces_ev_per_angstrom": [[0.5, 0.4, -0.2], [-0.1, 1.0, -0.8], [-0.6, -1.6, 0.4], [1.1, 0.3, 1.8], [0.5, -0.3, -0.4], [1.5, -0.7, -2.1], [0.2, -0.5, 1.9], [-0.2, -0.2, 0.2], [0.1, -0.4, -0.4], [-4.8, 0.1, -1.4], [-0.3, 2.3, -1.3], [0.0, 0.0, -0.3], [0.0, 0.1, 0.2], [-0.6, 0.0, -0.3], [-0.6, 0.1, 0.1], [-0.8, -0.8, -0.3], [0.1, -0.2, 0.0], [0.2, 0.2, -0.1], [0.0, -0.4, 0.1], [0.4, 0.4, -0.1], [0.3, 0.0, -0.1], [0.0, -0.1, 0.0], [2.7, -0.8, 1.8], [0.4, 0.2, -0.8], [-0.1, 0.1, 0.5], [-1.1, -0.7, -0.5], [0.3, -0.2, 0.4], [-0.2, 0.0, 0.5], [0.1, 0.2, -0.3], [0.3, -0.4, -0.4], [-0.2, 0.5, -0.9], [0.0, 0.2, 0.0], [-0.9, 0.2, -0.2], [-0.6, 0.1, 0.5], [0.4, -1.0, 2.3], [0.0, 0.4, 0.1], [-0.4, 0.3, -0.1], [-0.2, -0.1, -0.1], [0.0, 0.3, -0.3], [0.0, -0.2, 0.2], [1.8, 1.1, 0.0], [-0.6, 0.3, -0.3], [-0.2, 0.2, 0.2], [-0.2, -0.1, 0.2], [-0.6, 0.1, 0.0], [0.3, 0.1, 0.5], [0.1, 0.8, -0.1], [0.2, 0.1, -0.3], [-0.3, 0.0, -0.3], [-0.2, 0.1, 0.3], [0.3, -0.1, 0.3], [-0.1, 0.2, -0.1], [0.1, 0.0, -0.1], [0.2, -0.1, 0.1], [-0.3, -0.2, -0.2], [0.0, -0.2, 0.0], [0.2, -0.3, 0.0], [0.0, 0.1, -0.1], [-0.1, -0.1, 0.1], [0.2, 0.2, -0.3], [0.7, 0.4, 0.2], [0.2, -0.2, 0.2], [0.0, 0.1, 0.1], [0.0, 0.0, -0.4], [0.1, 0.1, 0.2], [-0.2, 0.1, -0.1], [0.1, -0.3, 0.1], [0.0, -0.9, 0.0], [0.0, 0.0, -0.1], [0.1, 0.6, 0.4], [0.2, -1.1, 0.8], [0.2, 0.0, 0.0], [0.3, -0.1, -0.1], [0.0, -0.1, 0.1], [-0.2, -0.2, -0.3], [0.2, -0.2, 0.0], [0.1, 0.2, 0.1], [0.3, 0.3, -0.4], [0.5, -0.2, -0.2], [-0.2, 0.0, 0.2], [-0.1, 0.5, 0.5], [-0.1, 0.0, -0.3], [0.3, -0.3, 0.1], [0.0, 0.0, -0.3], [0.2, 0.4, 0.2], [-0.5, 0.2, 0.5], [-0.2, 0.0, 0.5], [-0.1, -0.4, -0.1], [-0.2, 0.2, -0.8], [0.2, 0.2, -0.3]]
}

# 3
{
  "formula": "C23H32BrN8O6PRhS4",
  "method": "ωB97M-V/def2-TZVPD",
  "homo_energy_ev": [-15.5, -15.6],
  "energy_ev": -174229.47465,
  "charge": 3,
  "homo_lumo_gap_ev": [8.382, 5.574],
  "lumo_energy_ev": [-7.1, -10.0],
  "spin_multiplicity": 5,
  "e_above_lowest_kcal_mol": 28.6,
  "species": ["Rh", "Br", "S", "S", "S", "S", "P", "O", "O", "O", "O", "O", "O", "N", "N", "N", "N", "N", "N", "N", "N", "C", "C", "C", "C", "C", "C", "C", "C", "C", "C", "C", "C", "C", "C", "C", "C", "C", "C", "C", "C", "C", "C", "C", "H", "H", "H", "H", "H", "H", "H", "H", "H", "H", "H", "H", "H", "H", "H", "H", "H", "H", "H", "H", "H", "H", "H", "H", "H", "H", "H", "H", "H", "H", "H", "H"],
  "positions_angstrom": [[0.956738, -0.235011, -0.072247], [-1.565950, 4.035479, -3.327359], [-3.066093, -5.555768, -1.263297], [5.442930, -1.757452, 0.835400], [2.774351, -0.424187, 1.376999], [8.104852, -1.505364, -0.489444], [-1.872253, 0.113364, 2.447089], [-2.644497, -5.928034, 0.058913], [0.531970, -6.587751, 0.844371], [0.074093, -5.190889, 2.436122], [-3.468437, -4.143664, -1.380333], [-3.004779, 1.074279, 2.252873], [-0.765897, 0.093341, 1.436315], [-3.531493, -1.576874, 1.268145], [0.353834, -2.319308, -0.441353], [-0.031011, -4.411864, -1.019791], [6.119190, 0.349388, -0.382286], [-2.184756, 1.647691, 4.638394], [0.254585, -5.490448, 1.275291], [4.850705, 0.588732, 0.007562], [0.601813, 1.839087, -0.625787], [-0.094242, -2.715536, -2.865194], [-4.393181, -6.616096, -1.837201], [0.853434, 2.708395, 0.363386], [-0.569203, 3.541774, -1.804266], [8.114591, 3.351269, -2.527733], [6.066717, 2.330697, -1.771883], [-1.705548, -5.773507, -2.440189], [-0.288709, -5.597811, -1.859567], [0.065286, -3.134373, -1.451379], [6.814114, 1.373600, -1.081974], [-0.298081, 4.452199, -0.794287], [-2.652889, -1.573059, 2.482730], [0.422042, 4.019682, 0.308640], [-0.098141, 2.242746, -1.686976], [6.723327, 3.301171, -2.499642], [8.855088, 2.412466, -1.827891], [0.188832, -4.377931, 0.349773], [0.419811, -3.085564, 0.691340], [-5.426894, -6.780458, -0.733158], [4.324891, -0.403518, 0.642883], [6.621717, -0.865683, -0.058260], [8.206990, 1.443216, -1.083085], [-1.251213, 0.577584, 4.156384], [-3.149509, -0.923762, 0.579938], [-3.914036, -7.566616, -2.077112], [0.171341, -1.666299, -2.965667], [8.621372, 4.131898, -3.077875], [-0.243743, 0.970775, 4.043957], [9.934772, 2.458513, -1.830720], [-3.257766, -1.732184, 3.372260], [-0.025791, -6.458004, -1.255965], [-4.465933, -1.234804, 1.488876], [6.149772, 4.016619, -3.072710], [-3.610696, -2.515582, 0.781730], [1.418757, 2.337709, 1.207762], [0.675298, -2.690948, 1.658640], [-6.167083, -7.516518, -1.039164], [0.394094, -5.553627, -2.707479], [-1.126546, -2.841655, -3.195637], [-1.807842, -6.792908, -2.812526], [-2.837227, 1.792102, 3.793873], [0.650100, 4.700618, 1.116303], [-1.909195, -5.078839, -3.253415], [-0.639300, 5.475474, -0.874135], [0.549176, -3.305121, -3.519680], [8.792213, 0.786118, -0.448674], [-0.284209, 1.527972, -2.477976], [-1.910399, -2.365187, 2.407312], [-1.727421, 2.531358, 4.854596], [-2.735680, 1.370278, 5.448920], [-4.949874, -7.132691, 0.179831], [-5.942819, -5.842186, -0.531761], [-4.790998, -6.155929, -2.741641], [-1.223759, -0.264735, 4.843301], [4.989114, 2.275102, -1.749163]],
  "forces_ev_per_angstrom": [[0.1, 0.0, -0.1], [0.2, -0.1, 0.2], [-0.3, 1.8, -0.1], [-0.1, 0.5, 0.0], [-0.6, 0.0, 0.4], [0.1, -0.1, -0.2], [0.2, 0.5, 0.0], [0.4, -0.6, 0.2], [-0.1, 0.2, 0.0], [0.0, 0.0, 0.0], [0.1, -0.6, 0.0], [-0.2, -0.1, 0.1], [0.1, -0.5, 0.3], [-0.1, -1.1, -0.8], [-0.1, 0.3, 0.0], [-0.2, -0.1, 0.2], [0.3, -0.7, 0.1], [-0.4, 0.1, -0.6], [0.0, -0.1, -0.1], [-0.4, 0.5, 0.0], [-0.1, -0.2, 0.2], [-0.1, -0.1, 0.0], [0.4, 0.0, 0.1], [0.0, 0.2, 0.0], [-0.1, 0.1, -0.2], [0.1, -0.1, 0.1], [-0.1, -0.2, 0.0], [-0.2, 0.1, 0.3], [-0.3, -0.2, 0.0], [0.2, 0.0, -0.1], [0.1, 0.5, -0.2], [0.0, 0.0, -0.1], [0.5, 0.3, 0.2], [0.1, 0.0, 0.0], [-0.1, 0.1, -0.2], [-0.1, 0.0, 0.0], [0.0, 0.2, -0.1], [-0.1, 0.4, -0.2], [-0.1, -0.4, 0.0], [0.0, 0.1, 0.1], [1.0, -0.5, -0.3], [-0.5, 0.2, 0.0], [0.0, -0.4, 0.3], [0.0, -0.4, -0.5], [-0.1, 0.0, -0.2], [-0.1, 0.0, 0.0], [0.0, 0.0, 0.0], [0.0, 0.0, 0.0], [0.0, 0.1, 0.1], [0.0, 0.0, 0.0], [-0.1, 0.0, -0.1], [0.0, 0.0, 0.0], [-0.1, 0.0, 0.0], [0.0, 0.0, 0.1], [0.1, 0.9, 0.6], [0.0, 0.0, 0.0], [0.0, 0.0, 0.0], [0.0, 0.0, -0.1], [0.1, 0.0, 0.1], [0.0, 0.0, 0.0], [0.3, 0.0, -0.1], [0.2, 0.0, 0.4], [0.0, 0.0, 0.0], [-0.1, -0.1, 0.0], [0.0, 0.0, 0.0], [0.0, 0.0, 0.0], [0.0, 0.1, 0.1], [0.0, -0.1, 0.0], [-0.1, -0.1, -0.1], [0.1, 0.0, 0.1], [0.0, 0.0, 0.1], [-0.1, 0.0, 0.0], [0.0, 0.0, 0.0], [0.0, 0.0, 0.0], [0.0, 0.1, 0.1], [0.0, 0.0, -0.1]]
}

Q: What is the formula in the second record?
A: C33H49ClMoO2P4